1.
ORCA calculation (the ωB97M-V functional and the def2-TZVPD basis) on C20H23F3N4O3 in the gas phase in a non-equilibrium geometry.

Calculated values
- ΔE to the lowest compared entry with this formula, charge and spin: 1730.36 kJ/mol
- Structure (SMILES): COc1ccc(C(=O)Nc2ccnn2C2CCN(C(=O)CCC(F)(F)F)CC2)cc1
- Molecular weight: 424.42 Da

Geometry as XYZ:
```
53
Properties=species:S:1:pos:R:3:lowdin_charge:R:1
C -9.2692 -0.4872 -0.9986 -0.053
H -9.0093 -1.5128 -1.4617 0.114
O -8.3576 -0.1321 0.0165 -0.045
C -7.1146 -0.3080 -0.1135 -0.422
C -6.4108 -0.1645 0.9160 -0.069
C -5.1157 -0.1102 1.1072 -0.080
C -4.4648 -0.4703 0.0496 -0.099
C -5.1303 -0.5838 -1.3924 0.141
C -6.5427 -0.5568 -1.3582 0.041
H -6.9844 -0.8455 -2.1835 0.053
H -4.6311 -0.6338 -2.1595 0.009
C -3.0016 -0.2962 -0.3183 -0.210
O -2.2758 -0.4098 -1.3730 0.026
N -2.2320 -0.5410 1.0113 0.113
C -0.8868 -0.8473 0.9661 -0.162
C -0.2763 -1.9481 1.7518 0.010
C 1.1804 -1.7341 1.5714 -0.077
N 1.2482 -0.4344 1.0554 0.023
N 0.1632 0.1810 0.6577 -0.052
C -0.1714 1.4408 0.2809 -0.199
C 0.2476 1.4202 -1.3964 0.002
H -0.3798 0.7622 -1.7020 0.012
H 0.0254 2.5123 -1.6638 0.142
C 1.7304 1.2084 -1.2584 -0.361
N 2.5349 2.0806 -0.6820 0.025
C 3.8193 1.5735 0.0538 -0.503
O 4.3168 2.0190 0.9164 0.217
C 4.3868 0.4451 -0.5487 -0.138
H 4.3052 0.3054 -1.4944 0.056
H 3.7481 -0.5954 -0.1543 0.211
C 5.7650 0.1944 -0.0015 -0.040
C 6.3115 -1.2538 -0.5380 -0.518
F 7.6140 -1.3888 0.0834 0.017
F 6.4140 -1.4400 -1.7732 0.231
F 5.5825 -2.3558 -0.0194 0.050
H 5.7607 0.2890 1.1766 0.177
H 6.4436 0.8956 -0.4437 0.116
C 1.8193 3.0195 0.4497 -0.049
C 0.6179 2.4910 0.9957 -0.144
H 0.9020 2.1051 1.9810 0.138
H 0.0587 3.1906 1.4266 0.085
H 1.3462 3.7753 -0.3453 0.163
H 2.4203 3.4681 0.8786 -0.019
H 2.0818 1.2925 -2.4139 0.154
H 1.8654 0.1534 -1.3602 0.101
H -1.0595 1.5263 0.2042 0.032
H 2.0883 -2.2495 1.8518 0.087
H -0.4996 -2.9610 2.0611 0.076
H -2.7762 -0.9165 1.6265 0.028
H -4.6552 0.2996 2.0079 0.147
H -6.9522 0.3152 1.9175 0.203
H -10.3239 -0.3421 -0.7923 0.079
H -8.9453 0.2931 -1.9857 0.163
```

---

2.
ORCA calculation (the ωB97M-V functional and the def2-TZVPD basis) on a molecular structure, C14H19BGaO6P in a non-equilibrium geometry.

Calculated values
- ΔE to the lowest compared entry with this formula, charge and spin: 43.28 kJ/mol
- Molecular weight: 394.81 Da

Geometry as XYZ:
```
42
Properties=species:S:1:pos:R:3:lowdin_charge:R:1
Ga 0.8847 0.1495 -0.0791 0.607
O 4.4679 0.3239 1.6798 0.087
C 3.5235 0.2101 0.8935 -0.480
O 2.3102 0.6808 1.1286 -0.098
C 3.6119 -0.4041 -0.5308 -0.487
O 4.6260 -0.8970 -1.0295 0.084
O 2.4644 -0.3187 -1.1867 -0.103
O -1.1407 -1.8883 1.4065 0.072
B -0.1065 -1.7427 0.4123 -0.375
O 0.5146 -3.0063 0.1825 0.118
C 0.0005 -3.8445 1.1532 -0.187
C 0.4087 -5.1474 1.4978 0.010
C -0.2552 -5.7562 2.5485 -0.092
C -1.1389 -5.0385 3.3792 -0.104
C -1.4280 -3.7080 3.1804 0.002
C -0.9607 -3.1765 1.9442 -0.164
H 1.1485 -5.7170 0.9704 0.114
H -0.0737 -6.8124 2.7361 0.105
H -1.5352 -5.6090 4.2259 0.106
H -2.0152 -3.1060 3.9002 0.126
C 1.0335 4.3027 -2.1571 -0.154
C 1.2048 3.1777 -1.1937 -0.392
P -0.2409 2.0410 -0.9635 0.951
C -1.5463 3.0790 -0.2149 -0.361
C -2.2291 2.3409 0.9586 -0.150
C -0.6593 1.4965 -2.6732 -0.351
C -1.8301 0.5043 -2.5125 -0.144
H 1.9027 4.9416 -2.1244 0.074
H 0.1995 4.9869 -1.8398 0.087
H 0.8466 4.0316 -3.2005 0.074
H 1.4733 3.5357 -0.1774 0.107
H 2.0309 2.5266 -1.5184 0.088
H -2.2499 3.4196 -1.0341 0.113
H -0.9930 3.9415 0.2145 0.090
H -2.5283 1.3432 0.6577 0.056
H -3.1446 2.8542 1.3417 0.087
H -1.5289 2.2847 1.8245 0.091
H 0.2327 0.9767 -3.0508 0.099
H -0.8599 2.3323 -3.3449 0.085
H -1.4642 -0.4005 -1.9950 0.060
H -2.2684 0.1835 -3.4537 0.076
H -2.6877 0.9086 -1.9562 0.071
```

---

3.
ORCA calculation (the ωB97M-V functional and the def2-TZVPD basis) on a molecular structure, C11H40Na4O11 in a non-equilibrium geometry.

Calculated values
- ΔE to the lowest compared entry with this formula, charge and spin: 92.35 kJ/mol
- Total charge: +2
- Molecular weight: 440.39 Da

Geometry as XYZ:
```
66
Properties=species:S:1:pos:R:3:lowdin_charge:R:1
Na 0.3514 4.5327 -1.5182 0.743
Na 3.7176 1.3558 -2.6928 0.803
Na 3.2622 3.3137 -0.8739 0.694
Na 4.2515 0.8577 1.7156 0.785
O 0.8220 3.0470 0.4242 -0.368
C 0.8235 1.6498 0.6995 -0.334
C 1.5066 0.6204 -0.2287 -0.324
O 2.9151 0.6803 -0.4106 -0.413
H -0.2305 1.3522 0.7192 0.121
H 1.2788 1.4961 1.6881 0.100
H 1.0358 0.6362 -1.2270 0.106
H 1.2289 -0.3637 0.1650 0.107
O -0.5034 5.2170 1.8601 -0.022
H -0.4084 5.8932 1.1833 0.026
H -0.1549 4.4044 1.4591 -0.026
O 4.1231 -1.9884 0.0017 -0.034
H 3.6374 -1.1779 -0.2414 -0.009
H 4.5969 -1.7658 0.8119 0.030
O -1.9088 2.7982 -1.2258 -0.009
H -0.9986 2.6308 -0.9385 -0.013
H -1.8467 3.2983 -2.0516 0.049
O -2.9433 2.7984 1.4694 -0.040
H -2.1607 3.2346 1.1032 -0.009
H -3.0127 1.9643 0.9926 0.032
O -0.3821 2.3432 3.6393 -0.049
H 0.0168 2.4277 2.7708 -0.036
H -1.0281 1.6011 3.5558 0.008
O 2.6465 3.9008 2.4230 -0.025
H 2.0446 3.5440 1.7324 -0.021
H 3.5294 3.5635 2.2356 0.004
C 0.1100 -3.2357 -1.1631 -0.054
C 0.8545 -4.5266 -0.8448 -0.475
C 0.1765 -5.7515 -1.3887 -0.056
O 2.1565 -4.4274 -1.4668 -0.058
H 0.0398 -3.0470 -2.2322 0.063
H 0.5476 -2.3617 -0.6716 0.048
H -0.9203 -3.3013 -0.7944 0.087
H 0.9835 -4.6095 0.2388 0.138
H 0.0763 -5.8266 -2.4705 0.089
H -0.8028 -5.9049 -0.9299 0.087
H 0.7396 -6.6394 -1.0883 0.087
H 2.6722 -3.8190 -0.9254 0.050
C -0.7003 -1.2902 3.1450 -0.048
C -1.5156 -0.8583 4.3617 -0.456
C -0.7115 -0.6283 5.6309 -0.037
O -2.2161 0.3525 4.0087 -0.075
H -1.3070 -1.6150 2.3046 0.082
H 0.1628 -1.9085 3.4030 0.082
H -0.1624 -0.3974 2.7848 0.050
H -2.3061 -1.6132 4.4493 0.141
H -1.3232 -0.2731 6.4567 0.087
H 0.0861 0.0900 5.4478 0.078
H -0.3348 -1.6165 5.9142 0.086
H -3.1379 0.2916 4.2646 0.111
C -2.4527 0.5513 -5.6560 -0.048
C -2.0270 -0.3205 -4.4647 -0.447
C -0.6240 -0.8625 -4.6601 -0.059
O -2.0037 0.5756 -3.3296 -0.078
H -3.3790 1.0702 -5.4269 0.083
H -2.5602 -0.0370 -6.5704 0.087
H -1.6568 1.2726 -5.8578 0.072
H -2.7290 -1.1183 -4.2270 0.147
H 0.0561 -0.0339 -4.8964 0.071
H -0.6040 -1.4682 -5.5712 0.095
H -0.2905 -1.4612 -3.8177 0.059
H -1.1067 0.8836 -3.1977 0.037
```

---

4.
ORCA calculation (the ωB97M-V functional and the def2-TZVPD basis) on a molecular structure, C10H26BrClFNO7S2 in a non-equilibrium geometry.

Calculated values
- Molecular weight: 470.81 Da

Geometry as XYZ:
```
49
Properties=species:S:1:pos:R:3:lowdin_charge:R:1
O -8.0777 0.0165 0.6576 -0.357
S -7.9549 -0.4711 -0.7347 0.422
O -9.1921 -0.0927 -1.4845 -0.399
Cl -7.8674 -2.5591 -0.8488 0.362
C -6.5711 0.2850 -1.6684 -0.239
C -5.1328 -0.0991 -1.1683 -0.218
C -5.0214 -0.4210 0.3684 -0.223
C -3.5281 -0.2444 0.8392 -0.285
N -2.7893 -1.4969 1.1310 -0.656
Br -3.5706 -2.5406 2.4638 0.846
S -2.4176 -2.4033 -0.2644 0.653
O -3.5638 -3.0663 -0.9158 -0.282
O -1.4037 -3.4046 0.1332 -0.307
F -1.6356 -1.3605 -1.2719 -0.176
H -6.6633 -0.1110 -2.7122 0.114
H -6.7643 1.3756 -1.7416 0.121
H -4.6560 -0.9199 -1.7535 0.102
H -4.4894 0.8025 -1.3495 0.121
H -5.4742 -1.4045 0.6154 0.069
H -5.6185 0.3517 0.9173 0.111
H -2.9498 0.2812 0.0328 0.103
H -3.4836 0.4304 1.7218 0.126
C 1.9026 0.5817 -0.0189 -0.097
C 0.5127 0.6263 0.5831 -0.302
O -0.4590 0.9388 -0.4139 -0.104
H 2.1526 1.5389 -0.4767 0.074
H 2.6478 0.3504 0.7394 0.059
H 1.9570 -0.1746 -0.8086 0.074
H 0.4555 1.3953 1.3545 0.116
H 0.2548 -0.3381 1.0357 0.107
H -0.4124 0.2558 -1.0857 0.047
C 6.1054 3.0470 2.1651 -0.091
C 5.4447 2.0705 1.2109 -0.314
O 4.0251 2.2067 1.2614 -0.105
H 5.7611 2.8750 3.1868 0.076
H 7.1922 2.9460 2.1381 0.075
H 5.8429 4.0768 1.9077 0.072
H 5.6930 1.0447 1.4836 0.106
H 5.7784 2.2435 0.1833 0.110
H 3.8114 3.1103 1.0108 0.085
C 4.9686 -1.7858 -0.4595 -0.093
C 5.6374 -0.8960 -1.4895 -0.316
O 6.8693 -0.3885 -0.9808 -0.091
H 4.7804 -1.2300 0.4610 0.063
H 4.0206 -2.1766 -0.8345 0.073
H 5.6170 -2.6266 -0.1981 0.074
H 4.9997 -0.0449 -1.7319 0.107
H 5.8380 -1.4507 -2.4120 0.108
H 7.4286 -1.1439 -0.7785 0.078
```

---

Record order is preserved below.
Gap between HOMO and LUMO: 7.38 8.74 4.36 9.05 eV
Record order is preserved below.
LUMO: -0.135 -0.059 -9.429 -1.177 eV
Record order is preserved below.
Highest occupied orbital energy: -7.5 -8.8 -13.8 -10.2 eV